1.
Computed, not measured: 11 unconnected molecules or ions with the total composition C28H52Cl20N2O3, with ωB97M-V with the def2-TZVPD basis set.

Element x y z (Å)
N -1.25 -3.68 4.99
C -1.27 -2.40 4.71
C -1.25 -0.78 4.29
C -1.53 -0.69 2.69
C -3.05 -0.04 2.46
N -4.28 0.38 2.23
C -0.48 0.18 1.80
O 0.53 0.94 2.55
C 1.75 0.08 2.74
O 2.86 0.43 1.83
C 3.48 -0.77 1.24
C 2.46 -1.56 0.18
O 3.16 -2.50 -0.71
H -0.21 -0.39 4.66
H -2.18 -0.31 4.84
H -1.60 -1.78 2.23
H -0.02 -0.53 0.97
H -1.12 0.98 1.19
H 2.12 0.31 3.85
H 1.47 -1.07 2.74
H 4.39 -0.38 0.57
H 3.95 -1.51 2.02
H 1.86 -0.72 -0.37
H 1.69 -2.19 0.83
H 3.15 -3.38 -0.22
Cl -0.54 3.70 -1.86
C -1.99 2.96 -2.58
C -2.63 1.95 -1.66
Cl -1.63 0.49 -1.44
H -1.70 2.51 -3.54
H -2.69 3.77 -2.79
H -3.59 1.61 -2.08
H -2.83 2.37 -0.67
Cl 1.90 -4.70 -4.60
C 2.72 -3.12 -4.71
C 2.15 -2.12 -3.72
Cl 0.49 -1.62 -4.14
H 2.64 -2.77 -5.74
H 3.78 -3.30 -4.49
H 2.76 -1.21 -3.72
H 2.14 -2.51 -2.70
Cl -5.05 2.71 -3.02
C -5.42 2.66 -4.76
C -4.99 1.35 -5.40
Cl -3.21 1.18 -5.46
H -4.93 3.52 -5.24
H -6.50 2.78 -4.86
H -5.34 1.31 -6.43
H -5.39 0.49 -4.86
Cl -2.87 -5.74 -0.13
C -2.24 -6.59 1.30
C -1.70 -5.63 2.35
Cl -0.21 -4.81 1.81
H -1.47 -7.29 0.97
H -3.07 -7.17 1.72
H -1.44 -6.18 3.26
H -2.43 -4.86 2.61
Cl 6.34 -2.39 3.80
C 7.15 -0.81 3.69
C 6.59 0.20 4.68
Cl 4.93 0.69 4.25
H 7.07 -0.45 2.66
H 8.21 -0.99 3.91
H 7.20 1.11 4.67
H 6.57 -0.20 5.70
Cl -3.42 5.38 -4.90
C -2.82 7.05 -4.96
C -1.74 7.32 -3.93
Cl -2.38 7.29 -2.26
H -3.67 7.72 -4.83
H -2.41 7.20 -5.97
H -1.31 8.31 -4.08
H -0.93 6.58 -3.99
Cl 10.17 -0.75 3.89
C 10.99 0.83 3.78
C 10.42 1.83 4.77
Cl 8.76 2.33 4.34
H 10.91 1.18 2.75
H 12.04 0.65 4.00
H 11.03 2.74 4.76
H 10.40 1.44 5.79
Cl -8.93 0.65 -2.89
C -8.47 -0.48 -1.59
C -6.97 -0.55 -1.39
Cl -6.14 -1.33 -2.77
H -8.89 -1.46 -1.83
H -8.95 -0.12 -0.68
H -6.73 -1.15 -0.51
H -6.53 0.45 -1.26
Cl -4.27 0.21 6.44
C -3.64 -0.64 7.87
C -3.10 0.32 8.92
Cl -1.61 1.14 8.38
H -2.87 -1.34 7.54
H -4.47 -1.21 8.29
H -2.84 -0.23 9.83
H -3.84 1.09 9.18
Cl 2.90 -1.54 -7.64
C 1.80 -0.22 -8.12
C 0.35 -0.53 -7.77
Cl -0.31 -1.86 -8.76
H 1.93 -0.05 -9.20
H 2.13 0.68 -7.59
H -0.27 0.35 -7.96
H 0.25 -0.80 -6.72

Summary:
SMILES ... N#CC[C@@H](C#N)COCOCCO.ClCCCl.ClCCCl.ClCCCl.ClCCCl.ClCCCl.ClCCCl.ClCCCl.ClCCCl.ClCCCl.ClCCCl
HOMO-LUMO gap ... 10.2 eV
Spin multiplicity ... 1
LUMO energy ... 0.01571 Eh

***

2.
Computed, not measured: 10 unconnected molecules or ions with the total composition C39H88F15N5O20S5, with ωB97M-V with the def2-TZVPD basis set.

Element x y z (Å)
C -2.33 1.40 -6.26
N -3.76 1.55 -5.64
C -4.21 0.16 -4.96
C -3.73 2.56 -4.43
C -4.87 2.05 -6.62
C -4.88 1.25 -7.93
O -5.36 -0.09 -7.77
H -2.22 2.21 -6.98
H -2.41 0.47 -6.81
H -1.66 1.45 -5.41
H -5.24 -0.01 -4.63
H -3.57 -0.11 -4.12
H -4.03 -0.64 -5.68
H -4.77 2.72 -4.12
H -3.40 3.50 -4.87
H -3.08 2.29 -3.60
H -4.58 3.04 -6.98
H -5.87 2.02 -6.21
H -3.87 1.34 -8.32
H -5.48 1.85 -8.62
H -5.54 -0.41 -8.65
C 1.02 1.18 1.27
N 0.45 0.16 0.18
C 1.60 -0.76 -0.38
C -0.57 -0.79 0.89
C -0.16 1.04 -0.95
C -0.40 0.30 -2.28
O -1.46 -0.58 -2.18
H 0.34 1.98 1.53
H 1.95 1.57 0.85
H 1.32 0.57 2.12
H 2.40 -0.15 -0.81
H 1.14 -1.35 -1.17
H 2.16 -1.34 0.35
H -0.94 -1.46 0.12
H -1.39 -0.21 1.31
H -0.14 -1.35 1.72
H 0.59 1.82 -1.12
H -1.09 1.51 -0.63
H 0.51 -0.15 -2.69
H -0.70 0.97 -3.09
H -1.27 -1.27 -2.82
C 1.39 -1.52 7.91
C 1.06 -0.44 6.86
N 2.25 0.41 6.21
C 3.14 -0.61 5.42
C 1.60 1.46 5.23
C 2.52 2.33 4.39
C 3.28 1.03 7.25
C 2.72 2.14 8.14
O 1.54 1.65 8.78
C 0.78 2.81 9.28
H 2.15 -2.26 7.66
H 0.50 -2.10 8.13
H 1.80 -1.11 8.83
H 0.25 0.22 7.18
H 0.60 -1.02 6.06
H 3.81 -0.10 4.73
H 2.54 -1.24 4.76
H 3.79 -1.23 6.04
H 1.02 2.05 5.95
H 0.87 0.98 4.57
H 3.12 3.01 4.99
H 1.98 2.94 3.66
H 3.21 1.81 3.73
H 4.14 1.34 6.66
H 3.57 0.26 7.96
H 2.42 3.03 7.60
H 3.46 2.54 8.83
H -0.10 2.50 9.83
H 0.57 3.50 8.46
H 1.44 3.29 10.00
C -4.36 0.97 -0.86
C -4.64 0.74 0.68
N -6.18 0.61 1.06
C -6.39 0.19 2.56
C -6.90 1.96 0.74
C -6.52 3.11 1.64
C -6.98 -0.46 0.18
C -6.45 -1.91 0.36
O -5.17 -2.07 -0.23
C -4.51 -3.26 0.12
H -4.59 0.12 -1.50
H -3.33 1.26 -1.09
H -4.90 1.83 -1.25
H -4.02 1.40 1.28
H -4.30 -0.24 1.02
H -6.05 -0.85 2.61
H -7.41 0.37 2.90
H -5.67 0.71 3.20
H -7.94 1.68 0.91
H -6.84 2.05 -0.34
H -7.12 4.00 1.43
H -5.47 3.40 1.69
H -6.80 2.89 2.67
H -7.05 -0.12 -0.85
H -8.00 -0.40 0.57
H -7.07 -2.59 -0.22
H -6.42 -2.26 1.40
H -4.19 -3.12 1.15
H -3.67 -3.09 -0.55
H -5.04 -4.18 -0.11
C 5.77 -0.96 -4.49
C 6.16 -1.25 -3.08
N 5.58 -2.61 -2.53
C 4.14 -2.39 -1.99
C 5.48 -3.74 -3.59
C 6.76 -4.55 -3.96
C 6.44 -3.08 -1.29
C 5.84 -4.34 -0.52
O 4.83 -3.95 0.35
C 3.94 -5.08 0.64
H 6.13 0.07 -4.57
H 4.69 -1.03 -4.61
H 6.29 -1.67 -5.14
H 5.81 -0.50 -2.37
H 7.24 -1.29 -2.91
H 4.15 -1.70 -1.15
H 3.69 -3.35 -1.74
H 3.58 -1.79 -2.71
H 4.89 -3.35 -4.41
H 4.83 -4.49 -3.14
H 7.56 -4.00 -4.45
H 6.52 -5.45 -4.52
H 7.17 -5.05 -3.08
H 6.40 -2.24 -0.59
H 7.40 -3.25 -1.78
H 6.51 -4.89 0.14
H 5.63 -5.13 -1.23
H 3.67 -5.56 -0.30
H 3.03 -4.83 1.18
H 4.33 -5.87 1.28
C -0.44 -4.77 -4.99
F -1.17 -4.69 -6.06
F -1.17 -5.32 -4.06
F 0.68 -5.45 -5.12
S 0.13 -3.00 -4.36
O 1.04 -3.24 -3.22
O 0.77 -2.32 -5.54
O -1.08 -2.32 -3.87
C 4.96 2.29 1.25
F 6.11 2.77 0.75
F 4.66 3.03 2.32
F 4.02 2.43 0.32
S 5.25 0.44 1.74
O 5.61 -0.30 0.55
O 6.31 0.59 2.76
O 3.96 0.00 2.27
C -3.09 5.85 -0.63
F -4.07 5.16 0.02
F -3.47 6.17 -1.88
F -2.86 6.97 0.01
S -1.56 4.65 -0.51
O -1.86 3.68 -1.59
O -0.38 5.55 -0.77
O -1.55 4.10 0.79
C 4.06 3.50 -4.22
F 5.18 3.53 -3.44
F 3.71 4.67 -4.45
F 4.28 2.88 -5.42
S 2.64 2.54 -3.28
O 2.62 3.15 -1.94
O 1.43 2.71 -4.06
O 3.02 1.12 -3.17
C -2.70 -2.14 4.43
F -1.68 -2.95 4.22
F -3.47 -2.25 3.34
F -3.34 -2.64 5.50
S -2.27 -0.25 4.73
O -3.44 0.49 4.27
O -2.05 -0.09 6.17
O -1.18 0.08 3.90

Summary:
Energy above the lowest of the compared OMol25 structures with the same formula, charge and spin ... 549.5 kJ/mol
HOMO-LUMO gap ... 7.1 eV
Spin multiplicity ... 1
LUMO energy ... -0.01516 Eh